# 1
Computed, not measured: a molecular structure, C63H52AsFFeN4O6P2S, with the ωB97M-V functional and the def2-TZVPD basis.

energy: -211775.7263 eV
charge: 0
highest occupied orbital energy (alpha / beta): -0.169 / -0.169 Ha

Atoms and positions in Å:
N  1.9786  2.5104  1.8432
C  0.3031  -2.7287  -2.8683
H  0.9857  0.3952  7.4046
H  -0.8841  -3.2735  6.2349
H  -3.2530  -3.1367  -4.2873
C  3.8267  -0.0947  -5.5257
C  1.7529  0.3085  -3.6927
H  4.8832  -1.0817  1.6433
C  4.8110  -0.1047  -0.2704
H  7.2196  -1.8554  1.3458
C  -0.6103  -2.2498  6.0152
C  0.4456  -0.1895  6.6717
H  -3.2843  5.4493  3.9546
H  -6.3322  2.6037  3.0243
C  3.4982  0.3687  -0.0796
C  6.7362  -1.2780  0.5692
H  -5.7096  -0.6198  0.0916
C  4.1382  3.1010  -2.6473
C  -4.1087  1.2907  0.8336
C  -2.3619  1.7214  -5.5137
C  -0.5093  -1.6044  -3.0019
H  4.5532  -0.3611  -6.2878
C  5.5103  0.2253  -1.4395
H  -1.8179  5.1109  1.9941
C  -3.7184  -1.4333  -0.0426
C  -2.8149  2.9589  -3.5093
C  -4.3534  2.1255  -0.2554
C  -0.1467  -3.9815  -3.2552
C  -2.4980  2.1962  4.4345
H  -1.8776  -1.5616  2.0108
C  -3.0752  3.4345  4.6588
C  -2.0124  4.2939  2.6759
C  -5.7812  2.4674  2.1033
H  0.3294  -1.9364  7.9134
C  7.4232  -0.9600  -0.5995
C  -4.8327  1.4602  2.0100
O  2.8228  -3.8584  6.5192
C  -2.9454  -2.5613  -0.3189
F  1.9750  -5.7952  4.6746
C  -1.1480  1.2093  -3.4913
Fe  0.3342  0.5252  -0.1007
C  -2.3358  -0.5830  2.2263
H  0.5085  -4.8384  -3.1576
C  2.7803  -0.5836  -3.4234
H  -3.1837  -0.7183  2.8984
C  -5.7251  -2.6858  -0.4741
C  -1.8659  2.2012  -2.8327
H  -1.6655  2.3933  -1.7877
N  2.8651  -2.3276  4.8381
O  -1.7278  0.5162  -0.2290
O  0.3110  -1.4738  0.0288
H  -2.4753  -0.9352  -3.5683
C  5.4349  -0.8540  0.7405
C  3.8532  -0.7868  -4.2815
H  1.7551  -4.8197  2.2771
H  0.9476  1.5214  -5.2988
C  -4.9554  -3.8108  -0.7376
H  2.8827  1.3138  -6.7921
C  -5.3078  3.1258  -0.1610
H  -1.4270  -2.3048  4.0393
H  -1.8651  -2.5067  -0.2493
C  2.6907  -1.8716  3.5482
N  3.2444  3.1142  -1.5748
N  2.3556  -2.8470  2.6395
H  -6.8038  -2.7355  -0.5413
C  -1.6735  2.0026  3.3260
C  2.3885  0.8610  0.0683
H  -0.8758  0.1846  -5.3568
H  4.6037  -1.5368  -4.0690
C  1.8272  2.0790  0.6657
H  -2.5496  1.5289  -6.5622
C  0.5905  -2.2155  1.0188
O  2.8504  -0.7022  3.2542
C  -1.4210  -4.1346  -3.7875
H  -2.6863  1.3804  5.1233
H  7.3453  0.0297  -2.5066
H  -6.7557  4.0872  1.0956
H  2.4640  1.8090  2.4074
C  6.8120  -0.2123  -1.5972
H  2.0346  3.4658  -5.1178
C  -3.0636  2.7204  -4.8526
H  1.3059  -2.6306  -2.4760
C  -5.1094  -1.4962  -0.1173
C  0.1161  0.3714  5.4484
H  -1.7641  -5.1095  -4.1116
H  -5.4388  -4.7412  -1.0069
H  0.3510  3.1947  -3.2463
H  -2.9726  -4.6228  -0.8754
O  0.1405  0.4675  1.9546
C  1.9020  1.3359  -4.7974
H  3.1127  -1.6156  5.5114
C  -1.4110  0.9709  -4.8374
C  -0.5804  -0.3784  4.5003
H  -3.3559  3.7401  -2.9876
P  -0.9986  0.3859  2.9310
C  -2.8342  4.4814  3.7766
H  -3.7996  3.3098  -5.3840
C  2.2821  2.8071  -4.2768
H  -0.7737  2.9048  1.6050
H  3.5776  3.1586  -0.6306
C  2.8924  0.8391  -5.8155
H  2.6485  -1.5567  1.0405
H  2.3970  -3.2531  0.6030
H  -3.7993  1.9855  -1.1721
H  2.7220  -1.2052  -2.5289
As  0.2165  0.1753  -2.5586
H  0.3944  1.3958  5.2307
C  -0.9274  -1.7003  4.7812
C  1.4154  3.1115  -3.0958
C  -1.4288  3.0559  2.4516
H  8.4444  -1.2945  -0.7285
C  2.0944  -4.1366  3.0423
P  -2.8731  0.0050  0.6111
C  1.8903  3.0863  -1.8524
C  -6.0167  3.3005  1.0195
C  -3.5715  -3.7492  -0.6597
C  2.2336  -4.5331  4.3098
C  0.0726  -1.4964  6.9587
H  5.1787  3.2108  -2.3739
C  -2.2480  -3.0297  -3.8972
S  0.8025  3.0534  -0.4421
H  5.0168  0.7954  -2.2181
O  -0.2125  -2.8174  1.7367
C  2.0780  -2.4494  1.2702
C  -1.8012  -1.7782  -3.4893
H  4.4711  2.9735  -4.6941
H  -4.6590  0.8158  2.8619
H  -3.7086  3.5865  5.5227
H  -5.4983  3.7696  -1.0096
C  2.6615  -3.6079  5.3473
C  3.7311  2.9729  -3.9074

Löwdin atomic charge list, values in e, 99 entries:
1 N 0.138
2 C -0.104
3 H 0.109
4 H 0.114
5 H 0.102
6 C -0.157
7 C -0.341
8 H 0.103
9 C -0.196
10 H 0.107
11 C -0.066
12 C -0.072
13 H 0.107
14 H 0.108
15 C 0.094
16 C -0.066
17 H 0.102
18 C -0.127
19 C -0.281
20 C -0.069
21 C -0.311
22 H 0.089
23 C -0.005
24 H 0.112
25 C -0.257
26 C -0.090
27 C -0.055
28 C -0.081
29 C -0.087
30 H 0.054
31 C -0.076
32 C -0.050
33 C -0.071
34 H 0.112
35 C -0.058
36 C -0.082
37 O 0.095
38 C -0.058
39 F 0.089
40 C -0.363
41 Fe 0.277
42 C -0.275
43 H 0.100
44 C -0.213
45 H 0.090
46 C -0.076
47 C -0.154
48 H 0.058
49 N 0.227
50 O -0.374
51 O -0.119
52 H 0.095
53 C -0.010
54 C -0.173
55 H 0.154
56 H 0.094
57 C -0.070
58 H 0.088
59 C -0.060
60 H 0.099
61 H 0.095
62 C -0.467
63 N 0.013
64 N 0.019
65 H 0.104
66 C -0.277
67 C -0.112
68 H 0.119
69 H 0.069
70 C -0.731
71 H 0.105
72 C -0.599
73 O 0.071
74 C -0.103
75 H 0.114
76 H 0.114
77 H 0.106
78 H 0.070
79 C -0.051
80 H 0.134
81 C -0.083
82 H 0.083
83 C -0.066
84 C -0.074
85 H 0.098
86 H 0.106
87 H 0.089
88 H 0.111
89 O -0.334
90 C -0.293
91 H 0.165
92 C -0.120
93 C -0.270
94 H 0.099
95 P 0.799
96 C -0.070
97 H 0.101
98 C -0.237
99 H 0.045

=====

# 2
Computed, not measured: 9 unconnected molecules or ions with the total composition C63H55O16, with the ωB97M-V functional and the def2-TZVPD basis.

energy: -98973.1222 eV
charge: -1
highest occupied orbital energy: -0.068 Ha

Atoms and positions in Å:
C  -2.1374  -5.6841  -3.6144
H  -1.2599  -1.9527  -2.3298
C  5.3082  0.5732  0.4042
H  5.7393  3.5427  4.0775
C  2.7828  -6.9075  0.8976
C  5.5302  4.4639  6.0565
C  5.5503  4.8140  1.5584
H  4.5474  -0.2088  0.4093
H  8.1959  3.1709  4.2748
O  4.6862  7.8854  3.1075
H  2.8894  -2.4337  -2.7500
H  3.8272  9.7405  -0.4292
C  0.8193  2.1974  -1.0901
H  2.0495  -3.6744  0.4297
H  1.9638  9.4485  -5.0886
O  -7.5051  -2.9644  -0.6873
C  6.3020  3.8302  4.9572
C  -15.1424  -3.5467  -1.6842
C  4.7163  0.3610  -2.0508
H  2.0453  -3.9445  -1.3402
H  2.7189  7.5553  1.4441
H  -2.2654  -6.5280  -5.6297
C  4.4115  4.6622  0.6158
C  4.4338  -1.1468  -2.0406
C  -1.2174  1.3791  -2.0241
H  -15.7754  -2.9704  -2.3466
H  2.2919  -6.5310  0.0083
H  2.6064  -6.4503  4.3647
O  2.3763  2.9877  2.1261
O  5.3219  -9.1165  2.0324
H  0.9982  8.0294  -3.2795
C  3.9516  -7.7533  3.3740
H  6.1219  0.2471  1.0527
H  -15.4738  -6.2077  0.5645
C  -13.8373  -3.3175  -1.5661
C  0.8226  -1.5932  -0.7047
O  3.2696  -0.7313  5.7905
C  2.9308  2.4934  4.3510
H  1.5117  2.9892  -0.8481
H  -2.1655  1.5759  -2.5120
C  2.4822  0.6805  2.6250
C  -10.5050  -2.2028  -3.3423
H  5.6897  5.3237  8.0642
H  -2.3848  -4.7605  -1.6449
C  -0.3822  2.4519  -1.7369
O  -11.8046  -3.9203  -0.5446
H  4.8988  1.5098  0.7690
C  3.4602  9.7144  -1.4479
O  9.5527  3.8523  6.3807
H  -0.6339  3.4696  -2.0000
C  2.5742  2.1246  2.9567
C  -9.4653  -1.7554  -1.1675
C  0.3483  -0.2031  -1.0721
H  8.1479  4.9514  8.2601
C  2.7077  -0.2509  3.5493
H  2.1250  0.7416  -0.3031
H  4.7926  11.1587  -2.2389
H  2.2299  0.4284  1.6024
O  3.9174  11.1045  -4.6792
C  2.9688  -6.8592  3.4299
C  4.6013  6.9248  2.3676
H  3.8251  0.9600  -1.8750
C  7.5846  4.6661  7.3808
C  1.8142  8.7192  -3.1056
H  0.4718  -1.8022  0.3122
H  2.3916  -0.7570  -2.6388
O  4.3377  3.7063  -0.1196
C  -9.4399  -3.1832  -3.6511
C  -4.9385  -5.1471  -3.9363
O  4.3355  4.6464  5.9588
H  2.5497  5.5906  -0.0730
C  2.3297  9.4761  -4.0703
C  -0.8795  0.0598  -1.7102
C  5.7919  0.7548  -1.0441
H  -7.6617  -4.1463  -2.9956
C  3.0613  0.1127  4.9408
C  6.2738  4.8648  7.2766
H  2.6487  -1.3085  3.3234
H  2.9918  3.5473  4.5692
H  -4.7006  -6.0614  -5.9074
H  6.4608  5.9970  3.0629
C  1.1683  0.8814  -0.7751
C  7.6133  3.6312  5.0627
H  -4.8203  -4.2985  -1.9255
H  6.2932  4.0254  1.5396
H  -11.2338  -0.8005  -1.8313
H  5.0757  0.6509  -3.0410
H  4.4494  -8.1268  4.2601
H  -2.4886  -0.7845  -2.8687
C  -4.2270  -4.7786  -2.6949
C  -4.1574  -5.8011  -5.0076
C  -1.8154  -1.0624  -2.0605
O  1.4086  -5.5541  2.2493
H  -9.4034  -1.2641  -0.2049
C  -10.4408  -1.5097  -2.0347
C  -8.3965  -2.7377  -1.4782
C  2.4978  -3.3500  -0.5096
H  -9.5066  -3.6788  -4.6115
C  -8.4575  -3.4339  -2.7883
H  3.5685  -3.5669  -0.5028
C  -14.9661  -5.4300  0.0084
O  -11.4082  -1.9726  -4.1246
O  -6.1297  -4.9184  -4.0747
C  3.3727  5.7214  0.6176
C  2.3274  -1.8663  -0.7397
H  6.6719  0.1228  -1.1849
C  2.9382  -1.5350  -2.1004
C  2.3044  -6.3648  2.1955
H  -13.3304  -2.5424  -2.1284
H  4.9248  -1.5817  -2.9166
C  -2.8570  -6.0502  -4.8591
C  -12.9939  -4.1276  -0.6500
H  4.8914  -1.5892  -1.1573
H  3.4199  1.8033  6.2921
C  8.3583  4.0328  6.2822
C  4.4267  -8.2968  2.0772
H  -2.4383  -1.3102  -1.1994
C  -2.9252  -5.0264  -2.5449
C  3.4497  10.4126  -3.8006
C  3.4632  6.7717  1.4301
O  1.8728  8.0899  -0.8383
H  4.1306  -8.2100  -0.0884
O  -17.0000  -4.8277  -1.0112
C  3.1580  1.5589  5.2692
C  3.9751  10.4708  -2.4130
H  6.1202  1.7824  -1.2000
C  3.7664  -7.8028  0.8461
C  -13.6611  -5.2024  0.1274
O  -0.9542  -5.9188  -3.4820
C  2.3391  8.7795  -1.7188
C  -15.8103  -4.6195  -0.9058
H  0.3149  -2.3420  -1.3477
H  -13.0269  -5.7803  0.7875
C  5.6391  5.8638  2.3697

Löwdin atomic charge list, values in e, 99 entries:
1 C -0.392
2 H 0.050
3 C -0.112
4 H 0.105
5 C 0.030
6 C -0.368
7 C 0.022
8 H 0.049
9 H 0.125
10 O 0.088
11 H 0.085
12 H 0.122
13 C -0.082
14 H 0.041
15 H 0.122
16 O 0.106
17 C 0.011
18 C 0.024
19 C -0.222
20 H 0.060
21 H 0.108
22 H 0.119
23 C -0.387
24 C -0.217
25 C -0.072
26 H 0.123
27 H 0.121
28 H 0.120
29 O 0.103
30 O 0.087
31 H 0.124
32 C 0.010
33 H 0.063
34 H 0.120
35 C 0.032
36 C -0.191
37 O 0.085
38 C 0.008
39 H 0.081
40 H 0.096
41 C 0.036
42 C -0.398
43 H 0.122
44 H 0.126
45 C -0.110
46 O 0.113
47 H 0.034
48 C 0.027
49 O 0.105
50 H 0.085
51 C -0.358
52 C 0.013
53 C -0.168
54 H 0.120
55 C 0.033
56 H 0.073
57 H 0.121
58 H 0.091
59 O 0.103
60 C 0.020
61 C -0.383
62 H 0.093
63 C 0.021
64 C 0.027
65 H 0.112
66 H 0.098
67 O 0.110
68 C 0.025
69 C -0.376
70 O 0.096
71 H 0.120
72 C 0.020
73 C -0.225
74 C -0.270
75 H 0.086
76 C -0.388
77 C 0.025
78 H 0.125
79 H 0.094
80 H 0.116
81 H 0.113
82 C -0.055
83 C 0.029
84 H 0.119
85 H 0.124
86 H 0.119
87 H 0.098
88 H 0.117
89 H 0.069
90 C 0.022
91 C 0.010
92 C -0.061
93 O 0.110
94 H 0.123
95 C -0.009
96 C -0.373
97 C -0.187
98 H 0.122
99 C 0.032

=====

# 3
Computed, not measured: a molecular structure, C63H61BBrIN5OPPt, with the ωB97M-V functional and the def2-TZVPD basis.

spin multiplicity: 3
energy: -167175.1581 eV
charge: 0
highest occupied orbital energy (alpha / beta): -0.231 / -0.259 Ha

Atoms and positions in Å:
C  1.7336  -2.5611  -1.5521
C  -1.8913  -2.0338  4.6044
H  -1.2977  3.4639  4.5704
H  5.0400  0.8140  -6.2418
C  4.2316  -3.7171  -1.3738
C  -3.1024  6.3099  4.5957
C  -3.5469  0.7867  -3.9188
C  4.1027  -2.3429  -1.2629
C  1.2545  4.6942  1.1024
C  -4.6512  -2.0203  2.3820
H  -1.0719  -3.0947  -2.6511
C  1.1229  0.5244  3.8413
C  3.1629  0.5091  -2.8610
H  1.6175  1.2765  5.7666
H  3.4116  2.7288  -1.0243
C  -2.2856  -1.8563  3.2824
C  3.1186  -4.5123  -1.5927
H  -3.5864  4.2657  4.1689
C  0.8984  3.6233  0.2893
H  2.7656  -3.2332  1.0014
C  0.0781  -3.1591  3.9222
Br  -4.8856  6.9136  4.3177
H  3.0432  1.2052  -7.4012
C  4.5330  0.7375  -5.2927
N  -1.7883  -2.1434  0.8670
H  6.0239  2.6302  2.3486
C  0.7843  -5.0140  1.5674
N  1.1501  3.8135  5.3030
H  -4.3316  0.7712  2.4319
H  -2.6497  0.7650  2.9784
H  6.3063  0.4195  -4.1525
H  -2.3618  8.2654  5.0463
H  -4.1607  1.6712  -4.0060
H  1.4386  5.6659  0.6740
C  -2.9465  0.2705  -5.0460
C  -3.3949  0.2050  -2.6643
H  -2.5243  -1.6616  5.3964
C  -2.9001  -2.7598  -0.9756
C  -2.5715  -0.9326  -2.5373
C  2.8459  -1.7506  -1.3481
O  0.3801  -0.1735  1.7310
C  -5.0095  -0.0852  -0.7383
H  0.7649  -3.4793  -4.1734
H  5.6087  0.2054  2.5923
H  -0.0580  7.4821  5.4439
H  3.2232  -5.5840  -1.6684
P  2.4507  0.0412  -1.2187
C  -3.6148  -1.1554  3.1025
C  0.6896  -3.4867  1.5388
C  3.9059  2.1727  -0.2368
H  -5.6517  0.4673  -0.0567
C  -2.1122  7.2197  4.9474
H  4.8843  3.8931  0.5615
C  -4.1846  0.8920  -1.5680
H  4.1197  -0.9594  1.0229
Pt  -0.0704  0.3307  -0.1398
C  -1.2248  -2.7848  -3.6880
C  4.7349  2.8264  0.6520
H  -5.6353  -0.6868  -1.3961
H  -2.1922  -3.6058  -5.4465
N  0.7128  2.4065  0.7426
C  5.3666  2.1184  1.6620
H  5.2099  -4.1672  -1.2720
H  -2.8652  2.5801  -1.3707
H  0.6492  -1.7311  -3.9956
H  0.7632  3.7672  -0.7757
I  -0.3104  1.5072  -2.4734
C  5.1381  0.7596  1.7947
C  4.3045  0.0994  0.9102
H  1.6272  5.2878  3.1260
H  -3.0042  -4.0040  -3.9297
H  4.9876  -1.7556  -1.0677
N  0.7710  5.0311  5.2716
H  -3.0649  0.0677  1.4209
C  1.2478  2.8871  4.3814
H  -3.5197  -3.2691  -1.6883
C  0.1374  -2.6148  -4.3690
H  -4.9054  1.5404  -2.0813
H  -3.0842  0.7494  -6.0036
C  2.4178  0.8385  -4.0285
N  -2.3054  -1.5416  -1.2785
H  -0.6394  1.6157  -5.3188
H  0.3210  -3.1745  0.5612
H  -0.1922  -5.4603  1.3889
H  1.9875  -1.7862  1.6787
H  -2.8871  -3.9950  0.8186
H  -4.7269  -2.9940  2.8653
C  -2.1902  -0.8747  -4.9275
C  -0.4981  5.4139  5.0417
H  1.1261  -0.5129  4.1442
C  0.8675  2.1544  2.0579
H  0.0389  -2.5178  -5.4478
C  -1.5289  4.5141  4.6706
H  -3.9323  2.3372  0.0112
H  1.1483  -5.3532  2.5349
C  1.8647  -3.9319  -1.6796
C  1.1257  1.3955  -6.5058
B  -1.5049  -1.1582  -0.1380
C  -2.0338  -3.8718  -4.4036
C  1.3869  1.5221  4.7411
C  -2.0111  -1.4946  -3.6992
C  2.0699  -2.8676  1.7501
C  -0.2619  -2.9721  2.5879
H  -2.5203  1.2917  -0.2069
C  1.3628  4.4776  2.4602
H  5.1011  0.1862  -2.0461
C  -0.7179  -2.6734  4.9354
C  0.7609  0.7972  2.5006
H  -4.3758  -0.7457  -0.1629
H  2.4660  -3.1247  2.7282
C  -2.8083  4.9607  4.4466
C  5.2316  0.5209  -4.1414
C  1.1589  3.1991  2.9717
C  -3.4067  0.2008  2.4391
C  -1.4431  -2.2989  2.2476
C  -0.8297  6.7811  5.1699
H  0.9886  -4.5471  -1.8213
H  -0.4344  -2.8061  5.9684
H  0.9853  -3.6872  4.1804
C  4.5347  0.3907  -2.9418
H  -4.0125  -0.9721  4.1075
C  -2.5925  -3.1108  0.2852
H  1.4752  -5.3610  0.7997
C  0.4145  1.3950  -5.3064
C  1.0357  1.1338  -4.1089
H  -1.5056  -4.8211  -4.3781
H  0.7562  -2.0926  -1.5665
C  2.4710  1.1755  -6.4842
H  -5.6286  -1.5427  2.4165
C  -3.3171  1.8269  -0.7247
C  3.1368  0.9120  -5.2695
H  0.6083  1.6000  -7.4290
C  3.6982  0.7968  -0.1282
H  -1.7297  -1.2935  -5.8077
H  -4.3904  -2.1811  1.3415

Löwdin atomic charge list, values in e, 99 entries:
1 C -0.134
2 C -0.037
3 H 0.107
4 H 0.114
5 C -0.076
6 C -0.689
7 C -0.068
8 C -0.096
9 C -0.035
10 C -0.049
11 H 0.113
12 C 0.016
13 C -0.276
14 H 0.114
15 H 0.107
16 C -0.120
17 C -0.079
18 H 0.099
19 C -0.170
20 H 0.062
21 C -0.051
22 Br 0.713
23 H 0.116
24 C -0.026
25 N 0.058
26 H 0.102
27 C -0.041
28 N 0.083
29 H 0.083
30 H 0.085
31 H 0.110
32 H 0.099
33 H 0.114
34 H 0.105
35 C -0.094
36 C -0.185
37 H 0.109
38 C -0.082
39 C -0.169
40 C -0.336
41 O -0.228
42 C -0.042
43 H 0.072
44 H 0.105
45 H 0.109
46 H 0.106
47 P 1.028
48 C -0.348
49 C -0.351
50 C -0.110
51 H 0.085
52 C -0.136
53 H 0.106
54 C -0.355
55 H 0.089
56 Pt 0.666
57 C -0.360
58 C -0.078
59 H 0.092
60 H 0.078
61 N 0.018
62 C -0.081
63 H 0.106
64 H 0.048
65 H 0.065
66 H 0.062
67 I 1.326
68 C -0.072
69 C -0.088
70 H 0.115
71 H 0.074
72 H 0.098
73 N 0.046
74 H 0.031
75 C -0.257
76 H 0.124
77 C -0.054
78 H 0.126
79 H 0.107
80 C -0.187
81 N 0.032
82 H 0.069
83 H 0.107
84 H 0.080
85 H 0.059
86 H 0.133
87 H 0.086
88 C -0.054
89 C -0.290
90 H 0.109
91 C -0.153
92 H 0.078
93 C -0.005
94 H 0.084
95 H 0.077
96 C -0.093
97 C -0.066
98 B -0.619
99 C -0.048